This record from the OMol25 dataset describes one molecule with the formula C4H9NO. The level of theory is the ωB97M-V functional and the def2-TZVPD basis.

Summary:
HOMO level ... -7.57 eV
SMILES ... C/C=C(\N)OC
Spin multiplicity ... 1
LUMO energy ... 1.03 eV
Kohn-Sham gap ... 8.61 eV
Strongest force on any atom ... 0.008 hartree/bohr

CARTESIAN COORDINATES (ANGSTROEM)
1 C -0.355 -1.985 0.120
2 C -0.335 -0.604 -0.447
3 C -0.938 1.977 0.173
4 C 0.630 0.298 -0.233
5 O 0.369 1.639 -0.319
6 N 1.927 -0.041 0.137
7 H 0.197 -2.016 1.069
8 H 0.051 -2.755 -0.546
9 H -1.396 -2.247 0.346
10 H -1.180 -0.265 -1.032
11 H -1.106 3.016 -0.091
12 H -1.749 1.386 -0.261
13 H -0.983 1.835 1.259
14 H 2.230 -0.914 -0.276
15 H 2.637 0.676 0.103

Charge distribution, natural (NBO) scheme, values in e:
1 C -0.6358
2 C -0.4110
3 C -0.2441
4 C 0.4893
5 O -0.5213
6 N -0.8344
7 H 0.2131
8 H 0.1974
9 H 0.2139
10 H 0.2011
11 H 0.1900
12 H 0.1828
13 H 0.1808
14 H 0.3852
15 H 0.3932



This record from the OMol25 dataset describes one molecule with the formula C4H9NO. The level of theory is the ωB97M-V functional and the def2-TZVPD basis.

Summary:
HOMO level ... -9.77 eV
SMILES ... C[C@@H](O)[C@H]1CN1
Spin multiplicity ... 1
LUMO energy ... 1.02 eV
Kohn-Sham gap ... 10.79 eV
Strongest force on any atom ... 0.006 hartree/bohr

CARTESIAN COORDINATES (ANGSTROEM)
1 C 1.662 -0.398 1.016
2 C 0.205 0.032 0.863
3 O 0.050 1.423 1.018
4 C -0.363 -0.413 -0.485
5 C -1.730 -0.034 -0.892
6 N -0.572 0.677 -1.439
7 H 2.065 -0.015 1.958
8 H 1.743 -1.492 1.022
9 H 2.275 -0.007 0.195
10 H -0.384 -0.444 1.659
11 H 0.010 1.782 0.112
12 H 0.033 -1.350 -0.876
13 H -2.342 0.552 -0.211
14 H -2.278 -0.711 -1.545
15 H -0.374 0.398 -2.394

Charge distribution, natural (NBO) scheme, values in e:
1 C -0.6262
2 C 0.0884
3 O -0.7272
4 C -0.1078
5 C -0.2582
6 N -0.6243
7 H 0.2217
8 H 0.2026
9 H 0.2049
10 H 0.1676
11 H 0.4888
12 H 0.2001
13 H 0.2083
14 H 0.1956
15 H 0.3655



This record from the OMol25 dataset describes one molecule with the formula C4H9NO at a distorted geometry. The level of theory is the ωB97M-V functional and the def2-TZVPD basis.

Summary:
HOMO level ... -7.96 eV
SMILES ... C=C(O)NCC
Spin multiplicity ... 1
LUMO energy ... 0.93 eV
Kohn-Sham gap ... 8.89 eV
Strongest force on any atom ... 0.061 hartree/bohr

CARTESIAN COORDINATES (ANGSTROEM)
1 C 1.659 -0.904 0.634
2 C 1.092 -0.525 -0.718
3 N -0.354 -0.411 -0.726
4 C -0.995 0.691 -0.255
5 O -0.375 1.838 -0.580
6 C -2.124 0.662 0.436
7 H 2.748 -0.988 0.586
8 H 1.250 -1.862 0.975
9 H 1.410 -0.143 1.377
10 H 1.512 0.424 -1.055
11 H 1.354 -1.278 -1.465
12 H -0.845 -1.271 -0.517
13 H -2.588 -0.211 0.846
14 H -2.801 1.501 0.465
15 H -0.943 2.476 -0.002

Charge distribution, natural (NBO) scheme, values in e:
1 C -0.6220
2 C -0.2180
3 N -0.6084
4 C 0.4971
5 O -0.6734
6 C -0.6867
7 H 0.2127
8 H 0.2000
9 H 0.2110
10 H 0.2139
11 H 0.1922
12 H 0.3832
13 H 0.2082
14 H 0.1969
15 H 0.4932



This record from the OMol25 dataset describes a 2-piece molecular cluster, C4H9NO overall. The level of theory is the ωB97M-V functional and the def2-TZVPD basis.

Summary:
HOMO level ... -9.58 eV
SMILES ... C/C=N\O.C=C
Spin multiplicity ... 1
LUMO energy ... 0.99 eV
Kohn-Sham gap ... 10.57 eV
Strongest force on any atom ... 0.012 hartree/bohr

CARTESIAN COORDINATES (ANGSTROEM)
1 C 2.100 -0.483 -0.178
2 C 1.310 -0.287 -1.226
3 C -0.685 0.346 1.101
4 N -0.622 1.546 0.681
5 O -1.327 1.725 -0.508
6 C -1.418 -0.811 0.499
7 H -0.101 0.177 2.002
8 H 2.465 -1.470 0.092
9 H 2.392 0.339 0.472
10 H 0.907 0.694 -1.462
11 H 0.988 -1.107 -1.863
12 H -1.206 2.666 -0.683
13 H -2.202 -1.145 1.185
14 H -1.869 -0.541 -0.455
15 H -0.731 -1.648 0.344

Charge distribution, natural (NBO) scheme, values in e:
1 C -0.3979
2 C -0.3850
3 C 0.0635
4 N -0.1485
5 O -0.5904
6 C -0.6965
7 H 0.1919
8 H 0.1909
9 H 0.1976
10 H 0.2031
11 H 0.1909
12 H 0.4784
13 H 0.2294
14 H 0.2401
15 H 0.2324



Energy readings, ordered: -287.7598, -287.7640, -287.7726, -287.7047 Eh
Relative energy (zero: lowest compared OMol25 entry of this formula, charge and spin) readings, ordered: 190.7, 179.6, 157.1, 335.5 kJ/mol